# 1
85
Properties=species:S:1:pos:R:3:forces:R:3 method="wB97M-V/def2-TZVPD" gap_ev=7.8 homo_ev=-10.0 total_charge=+1
Zn -0.13197 0.39291 0.13587 -0.2 -0.2 -0.2
P -0.64384 3.36821 1.67876 -0.2 0.5 0.2
N 0.34684 1.01483 -1.94729 0.1 0.0 0.1
N -0.46818 2.01554 0.96529 0.2 0.3 0.2
N 0.63810 -1.79705 -0.75941 0.0 0.0 0.0
N 0.65367 -0.90376 1.77044 0.2 -0.1 -0.2
N -1.90696 -0.64011 -0.26647 0.1 -0.3 0.0
C 1.44603 5.01100 0.63268 -0.1 0.0 0.0
C -4.28307 -0.68229 -0.42516 0.0 -0.1 0.0
C -2.53533 2.08716 3.28529 0.0 0.0 0.0
C -1.84540 5.96786 1.07963 0.0 0.0 0.0
C 2.24011 -1.95002 3.78987 0.0 0.0 -0.1
C 0.88803 0.90804 -4.26254 0.0 0.0 0.0
C 2.44860 -2.30852 2.46969 0.0 0.0 0.0
C 1.30893 2.22844 -4.25050 -0.1 0.0 0.1
C -2.01992 4.37069 4.12487 0.0 0.0 -0.1
C 1.22037 2.94050 -3.06613 0.0 0.0 -0.1
C 0.00517 -1.12016 -3.07909 0.2 0.0 0.2
C -4.24488 -2.04967 -0.66070 0.1 0.1 0.0
C 0.42174 -0.60263 3.05015 0.0 0.0 0.0
C 2.08958 3.35674 2.34055 0.0 0.0 0.0
C -3.26023 3.94109 0.86240 0.0 0.0 0.0
C -1.86054 -1.95427 -0.49220 -0.1 0.0 0.0
C -1.49237 4.31975 -0.80194 -0.1 0.0 0.0
C -3.01734 -2.69075 -0.70486 0.0 0.0 0.0
C 1.62823 -1.77038 1.48846 0.0 -0.1 0.1
C -0.31498 2.57450 4.32469 -0.1 0.0 0.0
C 1.18484 -1.10061 4.08849 0.0 0.0 0.0
C -1.42473 3.14468 3.42743 0.1 -0.1 -0.3
C 1.80009 -2.16566 0.04441 0.0 0.1 0.1
C 0.72794 2.29406 -1.94869 0.1 0.1 0.0
C 0.41118 0.32611 -3.09486 -0.1 0.0 -0.2
C -0.51561 -2.63955 -0.40899 0.0 0.1 0.0
C 0.90632 5.46846 2.99857 0.0 0.0 0.0
C -3.08663 -0.01694 -0.24394 0.0 0.2 0.0
C 0.99007 4.35601 1.94767 -0.2 -0.3 -0.1
C -1.83856 4.49048 0.68203 0.2 -0.2 0.2
C 0.96257 -1.91528 -2.18594 -0.1 0.1 -0.2
H -3.91284 4.37766 0.10218 0.0 0.0 0.0
H -3.67833 4.20181 1.83276 0.0 -0.1 -0.1
H 2.00299 -3.24442 -0.00629 0.0 0.0 0.0
H -1.02170 -1.22409 -2.72997 0.0 0.0 -0.1
H -0.91941 6.47968 0.82354 -0.1 0.0 0.0
H -2.86249 4.79069 3.57712 0.0 0.0 0.1
H 1.51823 3.97829 -3.00861 0.0 0.0 0.0
H 0.15637 6.21627 2.74179 0.1 0.0 0.1
H 0.66885 5.60224 0.15818 0.1 0.0 0.0
H -2.02261 6.08941 2.14830 0.0 0.1 -0.1
H 0.34953 3.35838 4.68023 0.0 -0.1 0.0
H -0.57401 4.82850 -1.09268 0.0 0.0 0.0
H 0.97766 -2.97147 -2.48596 0.0 0.0 0.0
H 0.95735 -0.81223 5.10487 0.0 0.0 0.0
H 1.96579 -1.51728 -2.34540 0.0 -0.1 0.1
H 2.27690 5.68531 0.85411 0.0 0.0 0.0
H 1.81588 4.27645 -0.07872 0.0 -0.1 -0.1
H -0.40354 0.06782 3.23087 -0.1 0.1 0.0
H 2.67955 -1.65457 -0.35347 0.0 0.0 -0.1
H -5.15885 -2.60938 -0.80719 0.0 0.0 0.0
H -1.28851 5.16014 4.28924 -0.1 0.0 0.0
H -0.75810 2.10166 5.20609 0.0 0.0 0.0
H 1.87654 5.96977 3.04681 0.0 0.0 0.0
H 3.23682 -2.99703 2.19332 0.0 0.0 0.0
H -0.40819 -2.95657 0.63052 0.0 0.0 0.0
H -3.03975 1.05140 -0.06584 0.0 -0.1 0.0
H 0.05325 -1.51418 -4.09302 0.0 0.0 0.0
H -2.29879 4.72500 -1.41884 0.0 0.1 0.0
H 1.98375 2.42347 1.78223 0.0 0.0 0.0
H -5.21946 -0.14540 -0.38072 0.0 0.0 0.0
H 0.92902 0.32814 -5.17463 0.0 0.0 0.0
H -2.66280 1.54291 4.22561 0.0 0.0 0.0
H -2.95812 -3.75472 -0.89374 0.0 0.0 0.0
H -3.27962 2.85709 0.74606 -0.1 0.1 0.0
H -0.53400 -3.54841 -1.02115 0.0 0.0 0.0
H -2.65642 6.47588 0.55054 0.0 0.0 0.0
H 0.59745 2.79468 -0.99963 0.2 0.0 0.0
H 0.28103 1.83244 3.79755 0.0 0.1 0.1
H 0.69496 5.09161 3.99560 0.0 0.1 0.0
H 1.68805 2.69025 -5.15251 0.0 0.0 0.0
H 3.06687 3.78680 2.10509 0.0 0.0 0.0
H 2.87872 -2.33788 4.57199 0.0 0.0 0.0
H -3.49316 2.54661 3.05066 0.0 0.0 0.0
H 2.08262 3.12865 3.40453 0.0 0.0 0.0
H -2.39641 4.05513 5.10240 0.0 0.0 0.0
H -2.30246 1.37850 2.48889 0.0 -0.1 0.1
H -1.38326 3.25854 -1.03391 -0.2 0.1 0.0


# 2
9
Properties=species:S:1:pos:R:3:forces:R:3 method="wB97M-V/def2-TZVPD" gap_ev=11.4 smiles="B[C@@H](F)C(=O)F" homo_ev=-11.7 total_charge=0
F 1.21461 1.49610 0.26773 -0.6 0.9 1.2
F 0.16343 -1.93264 0.28136 -0.2 1.6 -0.7
O 2.22229 -0.15629 -0.59954 0.6 -1.3 0.4
C 1.29841 0.18807 0.04351 0.4 0.3 -1.9
C 0.00679 -0.52236 0.24334 -0.4 -1.1 1.7
B -1.18424 0.22435 -0.40130 0.8 -1.3 0.0
H -0.47319 -0.30112 1.24552 0.6 0.2 -0.1
H -2.05029 -0.33350 -0.86141 -1.2 -0.8 -0.6
H -1.19779 1.33741 -0.21921 0.0 1.5 0.1